The following is a quantum chemistry calculation of a molecular structure, C29H47BeBrN2OP2 in a non-equilibrium geometry, from the Open Molecules 2025 dataset.

Summary:
total charge	+2
HOMO-LUMO gap (alpha / beta)	6.19 / 6.03	eV
E_HOMO (alpha / beta)	-13.1655 / -13.1233	eV

Each line ends with the Mulliken charge.
CARTESIAN COORDINATES (ANGSTROEM)
C (-4.042, 1.697, -4.155)  -0.39
C (-2.708, 2.145, -4.208)  2.01
C (-2.314, 2.878, -5.343)  -0.06
C (-3.213, 3.016, -6.415)  -0.58
N (-4.447, 2.521, -6.371)  -0.54
C (-4.860, 1.876, -5.280)  -0.54
C (-1.722, 1.661, -3.250)  0.09
C (-0.704, 0.863, -3.341)  1.67
C (0.176, -0.229, -3.532)  -1.56
C (1.085, -0.306, -2.330)  1.51
C (1.871, -1.551, -2.215)  -1.75
C (1.950, -2.454, -3.260)  0.12
C (1.194, -2.228, -4.445)  -0.95
C (0.304, -1.156, -4.571)  -0.18
Be (-0.819, 1.461, -1.825)  -2.16
P (-0.951, 2.998, -0.160)  1.37
H (-1.306, 3.279, -5.421)  0.40
H (-4.410, 1.160, -3.284)  0.47
H (-2.908, 3.547, -7.323)  0.38
H (-5.883, 1.486, -5.295)  0.38
H (-0.257, -1.012, -5.495)  0.61
H (0.572, -0.150, -1.364)  -0.52
H (1.324, -2.904, -5.283)  0.55
H (2.470, -1.676, -1.314)  0.58
C (0.087, 2.248, 1.196)  -0.57
C (0.968, 3.219, 1.968)  -1.40
H (0.694, 1.449, 0.740)  0.59
H (-0.601, 1.731, 1.883)  0.01
H (1.589, 2.656, 2.679)  0.43
H (1.650, 3.782, 1.319)  0.18
H (0.372, 3.933, 2.549)  0.36
C (-0.544, 4.743, -0.593)  -0.64
C (-1.574, 5.348, -1.548)  -1.35
H (0.456, 4.771, -1.041)  0.33
H (-0.484, 5.332, 0.333)  0.74
H (-1.212, 6.322, -1.896)  0.45
H (-1.739, 4.720, -2.434)  0.26
H (-2.541, 5.511, -1.059)  0.31
C (-2.530, 3.288, 0.736)  -0.17
C (-2.389, 4.184, 1.968)  -1.33
H (-2.947, 2.312, 1.013)  0.07
H (-3.216, 3.739, 0.005)  0.48
H (-3.384, 4.386, 2.383)  0.45
H (-1.798, 3.710, 2.762)  0.29
H (-1.935, 5.155, 1.734)  0.30
Br (2.998, -3.923, -3.131)  -0.03
P (1.975, 1.357, -2.605)  2.25
C (2.114, 2.765, -1.471)  0.03
C (3.513, 3.223, -1.080)  -1.81
H (1.573, 2.485, -0.557)  -0.73
H (1.562, 3.595, -1.933)  0.45
H (3.453, 3.988, -0.294)  0.50
H (4.114, 2.394, -0.688)  0.36
H (4.046, 3.664, -1.928)  0.30
C (3.693, 0.668, -2.688)  -0.91
C (4.859, 1.345, -3.396)  -1.64
H (3.582, -0.318, -3.154)  0.44
H (3.946, 0.484, -1.636)  0.54
H (5.769, 0.777, -3.162)  0.46
H (4.751, 1.308, -4.486)  0.41
H (5.035, 2.379, -3.082)  0.29
C (1.836, 2.062, -4.294)  -0.51
C (2.722, 3.250, -4.671)  -1.26
H (0.781, 2.328, -4.440)  0.04
H (2.031, 1.213, -4.968)  0.52
H (2.327, 3.709, -5.586)  0.46
H (2.754, 4.021, -3.893)  0.24
H (3.748, 2.937, -4.883)  0.29
C (-2.498, -2.578, 0.805)  -0.94
N (-2.479, -1.171, 0.416)  0.05
C (-2.885, -0.184, 1.412)  -0.77
C (-1.949, -0.796, -0.732)  0.52
C (-1.876, -1.766, -1.862)  -1.02
O (-1.533, 0.434, -0.822)  -0.09
H (-2.887, -2.625, 1.820)  0.34
H (-1.481, -2.997, 0.773)  0.35
H (-3.139, -3.166, 0.141)  0.33
H (-3.300, -0.743, 2.248)  0.48
H (-2.034, 0.409, 1.765)  0.21
H (-3.663, 0.479, 1.016)  0.24
H (-2.244, -1.285, -2.775)  0.24
H (-0.847, -2.119, -2.037)  0.11
H (-2.515, -2.623, -1.631)  0.60



The following is a quantum chemistry calculation of a molecular structure, C29H47Br2N4PRhS2, from the Open Molecules 2025 dataset.

Summary:
total charge	+3
HOMO-LUMO gap (alpha / beta)	6.79 / 6.23	eV
relative energy (zero: lowest compared OMol25 entry of this formula, charge and spin)	19.99	kJ/mol
E_HOMO (alpha / beta)	-14.3002 / -16.5656	eV
multiplicity	5
expectation value of S²	6.0102

Each line ends with the Mulliken charge.
CARTESIAN COORDINATES (ANGSTROEM)
Rh (0.742, 0.894, 1.886)  -0.65
Br (-1.513, 2.233, 2.419)  -0.06
C (-2.423, 3.625, 1.360)  -0.73
Br (-2.555, 3.247, -0.497)  0.01
H (-1.877, 4.543, 1.522)  0.43
H (-3.414, 3.642, 1.793)  0.57
C (3.382, 3.175, 3.357)  -0.85
C (3.144, 1.796, 3.886)  0.42
N (2.192, 0.960, 3.499)  0.13
C (2.172, -0.206, 4.265)  -0.34
C (3.154, -0.265, 5.181)  -0.29
S (4.091, 1.160, 5.132)  -0.10
C (1.031, -1.128, 4.100)  -0.11
C (0.731, -2.199, 4.859)  -0.43
S (-0.818, -2.784, 4.458)  -0.12
C (-1.003, -1.595, 3.272)  0.41
N (0.041, -0.797, 3.178)  0.42
C (-2.247, -1.514, 2.441)  -0.97
H (2.725, 3.392, 2.521)  -0.20
H (4.415, 3.300, 3.033)  0.41
H (3.193, 3.910, 4.140)  0.47
H (3.358, -1.047, 5.898)  0.48
H (1.316, -2.647, 5.650)  0.46
H (-3.126, -1.754, 3.038)  0.58
H (-2.228, -2.229, 1.614)  0.24
H (-2.385, -0.505, 2.047)  -0.21
C (4.101, 1.180, 0.576)  -2.00
C (3.504, 0.412, -0.600)  2.01
C (3.954, 1.106, -1.893)  -1.66
C (4.012, -1.036, -0.539)  -1.79
P (1.618, 0.494, -0.418)  2.04
C (1.188, 2.193, -0.895)  1.51
C (0.948, 2.715, -2.166)  -0.28
C (0.772, 4.083, -2.333)  -0.83
C (0.832, 4.945, -1.242)  -0.88
C (1.044, 4.443, 0.035)  -0.71
C (1.220, 3.078, 0.187)  -0.87
C (0.736, -0.753, -1.510)  2.71
C (-0.761, -0.356, -1.677)  -2.01
C (0.874, -2.142, -0.853)  -2.33
C (1.319, -0.826, -2.933)  -1.83
H (5.190, 1.148, 0.475)  0.63
H (3.846, 0.723, 1.530)  0.38
H (3.806, 2.231, 0.574)  0.36
H (5.038, 0.980, -1.966)  0.56
H (3.752, 2.176, -1.872)  0.35
H (3.523, 0.688, -2.798)  0.31
H (5.096, -1.007, -0.414)  0.52
H (3.819, -1.587, -1.458)  0.35
H (3.605, -1.595, 0.307)  0.36
H (0.921, 2.078, -3.040)  0.20
H (0.605, 4.483, -3.326)  0.52
H (0.713, 6.012, -1.390)  0.45
H (1.098, 5.111, 0.887)  0.56
H (1.439, 2.680, 1.187)  -0.13
H (-1.673, -0.560, 0.192)  -0.65
H (-1.101, -0.658, -2.665)  0.44
H (-0.924, 0.718, -1.591)  0.17
H (0.663, -2.144, 0.222)  0.24
H (1.877, -2.534, -0.980)  0.49
H (0.215, -2.864, -1.345)  0.56
H (1.216, 0.098, -3.498)  0.23
H (0.777, -1.605, -3.477)  0.63
H (2.365, -1.115, -2.925)  0.44
C (-5.429, -3.500, -0.971)  -1.08
C (-5.042, -2.354, -1.891)  -0.59
N (-3.588, -2.072, -1.846)  0.43
C (-2.713, -3.167, -2.285)  0.09
C (-3.147, -3.761, -3.617)  -1.65
C (-3.179, -1.017, -1.080)  -0.15
C (-3.740, 0.361, -1.210)  -1.23
N (-1.735, -1.020, -0.713)  1.45
H (-6.509, -3.640, -1.000)  0.43
H (-5.144, -3.288, 0.062)  0.25
H (-4.972, -4.444, -1.273)  0.33
H (-5.571, -1.453, -1.601)  0.27
H (-5.322, -2.566, -2.921)  0.49
H (-2.675, -3.958, -1.526)  0.33
H (-1.701, -2.782, -2.411)  0.07
H (-4.056, -4.354, -3.521)  0.39
H (-2.364, -4.424, -3.984)  0.45
H (-3.314, -2.980, -4.360)  0.36
H (-3.504, 0.823, -2.181)  0.32
H (-3.356, 1.016, -0.422)  -0.25
H (-4.824, 0.360, -1.114)  0.60
H (-1.441, -1.984, -0.556)  0.62



no.,electronic energy (eV)
1,-124867.6116
2,-210822.2720